DFT (wB97M-V/def2-TZVPD) results for an isolated ion of composition C5H10N and charge +1 in a non-equilibrium geometry.

Bonds (Å) are listed after each position.
Element x y z (Å)
1 C -1.353 1.614 -0.360  C2 1.549, H7 1.118, H8 1.107, H9 1.091
2 C -0.605 0.379 -0.920  C1 1.549, C3 1.529, H10 1.084, H11 1.101
3 C -0.160 -0.676 0.094  C2 1.529, C4 1.350, N6 1.432
4 C -0.892 -0.886 1.208  C3 1.350, H12 1.079, H13 1.078
5 C 2.337 -1.074 -0.332  N6 1.318, H14 1.103, H15 1.101
6 N 1.179 -1.143 0.294  C3 1.432, C5 1.318, H16 1.053
7 H -0.500 2.317 -0.197  C1 1.118
8 H -1.842 1.574 0.631  C1 1.107
9 H -1.928 2.194 -1.083  C1 1.091
10 H 0.219 0.765 -1.509  C2 1.084
11 H -1.285 -0.135 -1.616  C2 1.101
12 H -1.804 -0.319 1.304  C4 1.079
13 H -0.686 -1.625 1.966  C4 1.078
14 H 2.834 -0.099 -0.466  C5 1.103
15 H 3.052 -1.911 -0.315  C5 1.101
16 H 1.436 -0.974 1.301  N6 1.053

The calculation puts the total energy at -6825.575 eV. Its HOMO-LUMO gap is 6.72 eV. As for the net charge: +1. The calculation puts the relative energy (zero: lowest compared OMol25 entry of this formula, charge and spin) at 446.4 kJ/mol. The multiplicity is 1.

How positive or negative is each atom? The Mulliken charges in e answer that: -0.99 -0.50 0.70 -0.95 -0.17 -0.27 0.28 0.30 0.33 0.37 0.30 0.26 0.38 0.33 0.30 0.34